*a*
The following is a quantum chemistry calculation of a gas-phase ion, C3H8NO2 (charge -1), from OMol25.

Properties
**HOMO**: -2.820 eV
**Kohn-Sham gap**: 7.064 eV
**SMILES string**: N[C@@H](C[O-])CO

Structure (ORCA input):
```
! RIJCOSX wB97M-V def2-TZVPD def2/J DEFGRID3
* xyz -1 1
N -0.97567 0.58373 -0.81502
C -0.01606 0.54512 0.27081
C -0.61799 -0.26507 1.51641
O -1.27119 -1.31979 1.01549
C 1.28388 -0.10560 -0.30914
O 1.59557 0.42100 -1.60729
H -1.59140 -0.19821 -0.49810
H -1.38950 1.49745 -0.92463
H 0.34142 1.52439 0.62707
H 0.31129 -0.51379 2.13047
H -1.23654 0.42932 2.15756
H 2.12666 0.13032 0.34289
H 1.21867 -1.19745 -0.34378
H 0.72039 0.74044 -1.87849
*
```

---

*b*
The following is a quantum chemistry calculation of a gas-phase ion, C3H8NO2 (charge -1), from OMol25.

Properties
**HOMO**: -2.394 eV
**Kohn-Sham gap**: 6.377 eV
**SMILES string**: N[C@H](C[O-])CO

Structure (ORCA input):
```
! RIJCOSX wB97M-V def2-TZVPD def2/J DEFGRID3
* xyz -1 1
N 0.84755 0.38514 1.15151
C -0.01548 0.25761 0.01798
C -1.52143 0.06500 0.41491
O -2.47698 -0.05733 -0.46709
C 0.38422 -0.74387 -1.04020
O 1.63635 -0.34546 -1.68195
H 0.45651 0.24322 2.07114
H 1.44559 1.19202 1.14659
H -0.05051 1.22444 -0.50448
H -1.64628 0.97207 1.09786
H -1.46680 -0.74611 1.22387
H -0.31030 -0.70133 -1.87210
H 0.50877 -1.73035 -0.58222
H 2.20880 -0.01505 -0.97583
*
```

---

Result of the stability comparison: *b* is the least stable of them.

---

*a*
The following is a quantum chemistry calculation of C14H26N6O5 in the gas phase, from OMol25.

Properties
**HOMO**: -8.970 eV
**Kohn-Sham gap**: 9.461 eV

Structure (ORCA input):
```
! RIJCOSX wB97M-V def2-TZVPD def2/J DEFGRID3
* xyz 0 1
O 5.16506 -1.06730 -1.24578
O 1.62144 2.24896 0.18200
O 0.37684 -2.23515 0.16130
O -2.97442 0.55301 1.79660
O 1.53648 2.55630 2.25592
C 4.26414 -2.03433 -1.33754
C 2.11532 2.10285 1.27367
C 0.85369 -1.14337 0.00517
C -1.89504 -0.03768 1.51252
C -1.40460 3.38807 1.40164
N -0.36732 3.78098 0.80876
N -0.96209 -0.44005 2.39408
N -2.66734 3.29045 0.89370
N 3.12306 -1.95000 -0.76442
N -0.01071 -0.05386 -0.13868
N -1.20288 2.89078 2.53218
C 4.54997 -3.29479 -2.10374
C -0.75120 -0.27601 3.76593
C 3.26082 1.08369 1.52697
C -2.90063 3.10696 -0.51548
C -2.05266 2.05628 -1.32965
C 2.97813 -0.35832 1.17304
C -2.37508 0.55696 -0.97444
C 2.38144 -0.74780 -0.20815
C -1.52952 -0.26239 0.02544
H -0.48677 4.01447 -0.13506
H 0.48015 3.38262 1.09734
H -0.23640 -0.89110 1.83656
H -3.33854 2.91729 1.57494
H 2.60772 -2.76073 -0.70583
H 0.45672 0.78843 -0.40050
H -0.25446 3.00307 2.83080
H -1.96372 2.31799 2.99377
H 4.97641 -2.98854 -2.97838
H 3.53826 -3.73106 -2.39192
H 5.07816 -3.93967 -1.37880
H -0.45584 0.70632 4.04869
H -1.57785 -0.59594 4.28720
H 0.07473 -0.82380 4.17253
H 3.72877 1.00997 2.57335
H 4.04789 1.51527 0.82928
H -3.92858 2.96765 -0.78822
H -2.59982 4.06999 -0.96528
H -2.46646 2.18269 -2.39559
H -0.99936 2.36642 -1.15524
H 3.99606 -0.72287 1.29899
H 2.25125 -0.92618 1.77761
H -3.37868 0.44528 -0.87595
H -2.18907 0.03404 -1.91300
H 2.38558 0.18273 -0.78381
H -1.70542 -1.33970 -0.19370
*
```

---

*b*
The following is a quantum chemistry calculation of C14H26N6O5 in the gas phase, from OMol25.

Properties
**HOMO**: -8.562 eV
**Kohn-Sham gap**: 8.700 eV

Structure (ORCA input):
```
! RIJCOSX wB97M-V def2-TZVPD def2/J DEFGRID3
* xyz 0 1
O -1.64020 3.53639 -1.13069
O -0.78741 -1.81129 0.24036
O 0.27434 1.80129 -2.45745
O 3.42501 2.12881 0.52241
O -2.26707 -2.49124 1.59993
C -2.32258 3.14796 -2.07810
C -1.94330 -1.71335 0.67794
C -0.24227 0.98985 -1.69018
C 2.32043 1.92765 0.03479
C 0.86249 -3.94104 2.45955
N -0.38011 -3.97177 2.79475
N 1.39279 2.89111 0.07253
N 1.19532 -3.45435 1.29535
N -2.52309 1.86300 -2.35149
N 0.48984 0.37274 -0.77281
N 1.75838 -4.38687 3.27463
C -3.05569 4.12318 -2.96798
C 1.53970 4.25158 0.61702
C -2.94912 -0.80235 0.02873
C 2.53977 -3.17448 0.78298
C 2.41897 -2.04268 -0.25456
C -2.41027 0.60098 -0.27125
C 2.30045 -0.63192 0.42218
C -1.78103 0.76111 -1.68317
C 1.92428 0.55543 -0.51662
H -1.07908 -3.46342 2.22722
H -0.68340 -4.18331 3.70558
H 0.56712 2.69063 -0.47067
H 0.40925 -3.03549 0.77749
H -3.17756 1.64372 -3.08525
H 0.03121 -0.34843 -0.23979
H 1.54225 -4.92313 4.08093
H 2.71284 -4.34132 2.97640
H -3.85249 3.70123 -3.54369
H -3.43326 4.96186 -2.34211
H -2.29804 4.52998 -3.61485
H 2.25248 4.76269 -0.03094
H 1.96386 4.17571 1.63385
H 0.59709 4.84002 0.70527
H -3.80265 -0.65776 0.70121
H -3.30453 -1.29084 -0.87506
H 3.20031 -2.83692 1.55845
H 2.91436 -4.06725 0.27097
H 3.31997 -2.00431 -0.87405
H 1.54649 -2.21567 -0.91023
H -3.22291 1.31764 -0.16553
H -1.73460 0.95278 0.47388
H 1.58681 -0.71913 1.23020
H 3.25640 -0.38405 0.86751
H -1.89696 -0.15538 -2.21883
H 2.44542 0.52044 -1.48684
*
```

---

Result of the stability comparison: *a* is the least stable of them.

---

*a*
The following is a quantum chemistry calculation of a gas-phase ion, C3H6N (charge +1), from OMol25.

Properties
**HOMO (alpha / beta)**: -15.623 / -15.623 eV
**Kohn-Sham gap (alpha / beta)**: 8.457 / 8.456 eV

Structure (ORCA input):
```
! RIJCOSX wB97M-V def2-TZVPD def2/J DEFGRID3
* xyz 1 1
C -0.68251 0.07843 0.12570
C -1.19868 0.21399 -1.15653
C 1.15051 -0.00768 0.31871
N 1.87402 -0.24601 1.25330
H -0.94168 0.84904 0.87553
H -0.68754 -1.10325 0.37111
H -1.00729 -0.63696 -1.76001
H -1.69162 1.01685 -1.59827
H 1.48182 0.29017 -0.62957
H 1.70297 -0.45458 2.20004
*
```

---

*b*
The following is a quantum chemistry calculation of 2 unconnected molecules or ions with the total composition C3H6N, from OMol25.

Properties
**HOMO (alpha / beta)**: -14.764 / -15.177 eV
**Kohn-Sham gap (alpha / beta)**: 7.883 / 10.065 eV

Structure (ORCA input):
```
! RIJCOSX wB97M-V def2-TZVPD def2/J DEFGRID3
* xyz 1 1
C 1.46719 0.84327 -0.69701
C 1.60912 0.21455 0.44533
C -0.61008 -0.88509 -0.18151
N 0.32054 0.24897 0.03741
H 1.83177 1.27879 -1.73583
H 2.15434 -0.41490 1.13725
H -0.65592 -1.41823 0.74284
H -1.44034 -0.25572 -0.43101
H -0.44648 -1.57901 -1.08306
H -1.33715 2.39489 1.04608
*
```

---

Result of the stability comparison: *b* is the least stable of them.

---

*a*
The following is a quantum chemistry calculation of a gas-phase ion, C4H13N2 (charge +1), from OMol25.

Properties
**HOMO**: -13.351 eV
**Kohn-Sham gap**: 10.048 eV
**SMILES string**: C[NH2+][C@H](C)CN

Structure (ORCA input):
```
! RIJCOSX wB97M-V def2-TZVPD def2/J DEFGRID3
* xyz 1 1
C -2.42903 -0.42686 0.12803
N -1.14871 -0.01573 -0.70037
C 0.12047 -0.22207 0.08632
C 0.23286 0.51501 1.38437
C 1.32437 0.34597 -0.81985
N 2.51472 -0.37493 -0.25741
H -2.50181 0.04470 1.13801
H -3.24371 -0.07688 -0.46349
H -2.38831 -1.46933 0.00494
H -1.31603 0.94590 -1.02135
H -0.93788 -0.66121 -1.46642
H 0.21553 -1.30567 0.12968
H 1.19673 0.27672 1.91677
H 0.20124 1.68018 1.46964
H -0.55513 0.19915 2.01989
H 1.39933 1.35379 -0.84114
H 1.15791 -0.12070 -1.85824
H 3.16541 0.28559 0.10289
H 2.99202 -0.97360 -0.95228
*
```

---

*b*
The following is a quantum chemistry calculation of a molecular structure, C4H13N2, from OMol25.

Properties
**HOMO**: -14.342 eV
**Kohn-Sham gap**: 6.346 eV

Structure (ORCA input):
```
! RIJCOSX wB97M-V def2-TZVPD def2/J DEFGRID3
* xyz 1 1
N -1.57282 0.80610 1.76488
C -0.75118 -1.08641 -0.31902
C -1.55855 -0.27755 -1.24963
C 0.22083 -0.17187 0.34887
N 1.22283 0.64696 -0.32826
C 2.54993 -0.05821 -0.50829
H -1.39760 -1.32880 0.53843
H -1.62096 0.79870 2.73161
H -1.46341 1.83418 1.64045
H -0.46179 -2.07127 -0.70744
H -2.06443 0.44778 -0.56981
H -1.04372 0.23570 -2.03618
H -2.34165 -0.90966 -1.69840
H 0.78276 -0.77493 1.04650
H -0.59531 0.39453 1.12607
H 1.31669 1.57260 0.02480
H 2.31207 -1.00341 -1.08897
H 3.01512 -0.33275 0.43243
H 3.24601 0.53022 -1.12737
*
```

---

Result of the stability comparison: *b* is the least stable of them.